No. 1
The following is a quantum chemistry calculation of a structure of composition C39H39BrF5N5O2ReSSe, from the Open Molecules 2025 dataset.

Results
Multiplicity: 2
Highest occupied orbital energy (spin up / spin down): -6.666 / -6.928 eV
Energy above the lowest of the compared OMol25 structures with the same formula, charge and spin: 152.0 kJ/mol
Lowest unoccupied orbital energy (spin up / spin down): -0.756 / -1.014 eV
E: -214559.821 eV
Maximum force: 0.89 eV/Å

```
94
C39H39BrF5N5O2ReSSe (ωB97M-V/def2-TZVPD)
Re -0.22110 0.14510 -0.36142
Br 4.07383 2.50468 -6.61294
C 2.21792 2.18594 -6.79183
C 1.32332 2.91757 -6.02580
C -0.03696 2.68038 -6.14363
C -0.49624 1.72497 -7.04435
C 0.41005 1.04168 -7.84647
C 1.77254 1.24666 -7.70642
N -1.88188 1.49137 -7.34764
N -2.75892 1.40670 -6.47828
C -2.44446 1.36973 -5.08024
C -3.13232 2.23428 -4.26868
C -2.89437 2.31665 -2.88639
C -1.98319 1.46262 -2.31270
O -1.66130 1.42224 -1.03567
C -1.34355 0.49755 -3.12307
N -0.52575 -0.35477 -2.43046
C 0.10574 -1.28708 -3.11929
C -0.08187 -1.46470 -4.49826
C -0.91118 -0.63307 -5.19369
C -1.55330 0.42063 -4.50770
H 1.68626 3.67019 -5.33976
H -0.72877 3.25960 -5.54700
H 0.02886 0.34810 -8.58584
H 2.47853 0.70320 -8.31869
H -3.85569 2.89392 -4.73274
H -3.43300 3.02393 -2.27069
H 0.78610 -1.92106 -2.57853
H 0.43640 -2.27731 -4.98806
H -1.07991 -0.78206 -6.25138
F 1.91139 -1.18646 7.44340
C 1.19037 -1.11830 6.31976
C 0.25152 -2.08987 6.02443
F 0.07001 -3.11035 6.87054
C -0.48741 -2.00479 4.85860
F -1.36392 -2.98951 4.64037
C -0.34497 -0.96570 3.93286
Se -1.42224 -1.00520 2.35875
C 0.60880 -0.01154 4.27440
F 0.84641 1.03565 3.47748
C 1.36417 -0.07417 5.43341
F 2.26495 0.87882 5.70091
C -2.88180 3.43566 3.49503
C -1.52231 2.84242 3.15330
S -1.40643 2.64435 1.36736
O -0.29896 1.61199 1.14016
C -0.60624 4.18883 0.89198
C 0.81623 4.33162 1.41449
H -2.95996 3.55899 4.57489
H -3.68481 2.77606 3.16750
H -3.03252 4.41707 3.03947
H -1.41990 1.82426 3.52454
H -0.69117 3.44333 3.51859
H -1.27377 4.98233 1.23934
H -0.64740 4.17522 -0.19832
H 0.83739 4.70242 2.43831
H 1.36537 5.03774 0.79181
H 1.33486 3.37409 1.38188
C 0.06716 -4.02014 -1.01462
C 1.30876 -3.94379 -0.12322
C 0.88568 -3.72282 1.32050
C 2.39570 -2.98840 -0.60763
C 3.59134 -3.58450 -0.99722
C 4.66328 -2.84368 -1.45760
C 4.54784 -1.47057 -1.53936
C 3.38482 -0.80076 -1.16696
C 3.41432 0.70638 -1.41178
C 2.78876 1.04239 -2.77003
C 2.90079 1.66410 -0.33635
C 2.30309 -1.57622 -0.69464
N 1.12050 -0.91674 -0.34551
H -0.53543 -4.88027 -0.71638
H 0.32457 -4.14684 -2.06838
H -0.55909 -3.13364 -0.89443
H 1.78036 -4.92909 -0.17397
H 0.27497 -2.83198 1.43126
H 1.74222 -3.60911 1.98384
H 0.30070 -4.57444 1.67445
H 3.67703 -4.66250 -0.92792
H 5.58594 -3.33349 -1.74210
H 5.38655 -0.88596 -1.89903
H 4.48211 0.92219 -1.49780
H 1.70216 0.93403 -2.73249
H 3.17144 0.40205 -3.56736
H 3.00755 2.07884 -3.03347
H 1.82078 1.80194 -0.39150
H 3.35765 2.64297 -0.50862
H 3.14557 1.33140 0.67019
C 3.62531 -2.39685 3.79123
C 3.38497 -1.20325 2.98808
N 3.16350 -0.24600 2.39334
H 3.25058 -3.27765 3.27764
H 3.10850 -2.29606 4.74564
H 4.69232 -2.51786 3.97024
```


No. 2
The following is a quantum chemistry calculation of a structure of composition C43H47InN10O9S, from the Open Molecules 2025 dataset.

Results
Multiplicity: 1
Net charge: +2
Highest occupied orbital energy: -11.274 eV
Energy above the lowest of the compared OMol25 structures with the same formula, charge and spin: 0.0 kJ/mol
Lowest unoccupied orbital energy: -6.244 eV
E: -94672.276 eV
Maximum force: 3.57 eV/Å

```
111
C43H47InN10O9S (ωB97M-V/def2-TZVPD)
In 12.25652 7.12381 13.51908
C 15.05308 7.83934 6.66565
C 14.37234 8.15886 7.98764
C 14.74640 9.27153 8.74719
C 14.21209 9.47222 10.06029
C 14.56315 10.78594 10.63069
N 15.00417 11.15859 11.79995
C 15.22231 10.37482 13.00483
C 16.66018 9.78325 13.19078
C 16.87390 9.40215 14.67521
N 15.70890 8.78678 15.25830
C 15.56299 8.42034 16.51474
C 14.50986 7.59338 17.00560
C 14.32250 7.60296 18.38945
C 13.51544 6.57398 19.00241
C 13.48072 6.34332 20.51413
C 12.71182 5.80722 18.15715
C 12.62612 6.03899 16.77755
C 11.49494 5.46527 16.08942
N 11.09829 5.80204 14.88069
C 10.05238 4.98051 14.22165
C 9.73617 5.38144 12.81930
C 10.75890 4.99214 11.68375
N 11.80399 6.07317 11.54487
C 12.50894 6.02020 10.43331
C 13.17553 7.16730 9.93639
C 13.51474 7.27286 8.59157
C 13.47640 8.38746 10.72596
O 13.08292 8.48633 11.96748
C 13.56523 6.90783 16.17753
O 13.88851 6.82549 14.85116
H 14.74130 6.86921 6.26017
H 16.12722 7.86987 6.72950
H 14.65730 8.56503 5.96207
H 15.50004 9.96321 8.40309
H 14.60452 11.56983 9.86611
H 14.93368 12.18226 12.05228
H 14.47341 9.46190 13.01052
H 15.07279 10.97428 13.91694
H 17.45860 10.48856 12.88833
H 16.83176 8.92315 12.55834
H 17.06764 10.31655 15.29082
H 17.76063 8.79708 14.79361
H 15.09436 8.23479 14.63610
H 16.18602 9.11658 17.22808
H 14.86358 8.36131 18.97576
H 12.64278 6.87162 20.98374
H 14.48456 6.63599 20.85552
H 13.46810 5.28669 20.66810
H 12.09302 4.94872 18.56384
H 10.77150 4.87110 16.66949
H 9.13207 5.13333 14.73438
H 10.18019 3.88503 14.28238
H 9.59787 6.48430 12.77796
H 8.75685 4.89325 12.66866
H 10.31839 4.90016 10.70030
H 11.23158 4.05548 11.85222
H 12.48491 5.18218 9.79079
H 12.96359 6.57448 7.94375
C 16.09386 13.82356 15.53148
C 15.26257 14.05440 14.32480
O 14.94140 13.18393 13.51949
N 15.15928 15.39068 13.95239
C 14.22129 15.73810 12.96550
C 14.82274 16.16271 11.61771
C 16.08218 16.82582 11.42353
C 16.49245 16.97193 10.15294
C 15.68216 16.69908 9.06130
C 14.45872 16.17480 9.34706
N 14.02398 15.93612 10.58356
H 16.10283 14.73139 16.15719
H 17.10013 13.52489 15.29461
H 15.60602 13.07019 16.16737
H 15.23357 16.09058 14.67557
H 13.50084 16.56478 13.26902
H 13.62946 14.86094 12.71312
H 16.64753 17.07265 12.29221
H 17.45864 17.45660 9.96780
H 15.99081 16.88722 8.06428
H 13.72181 16.05644 8.59456
O 10.32495 8.66951 13.54773
C 10.97032 9.40148 14.37895
O 12.13804 9.06721 14.81511
C 10.54071 10.73539 14.87025
C 11.46292 11.73358 15.31822
C 10.93007 12.82660 16.02507
C 9.61819 12.88262 16.43036
C 8.77557 11.92319 15.89428
C 9.15529 10.91737 15.02773
N 7.37833 11.96765 16.22666
O 7.09499 12.82841 17.08602
O 6.66228 11.28732 15.51198
N 11.80836 13.89762 16.44350
O 12.90713 13.92424 15.92191
O 11.48646 14.61493 17.39514
H 12.53457 11.70077 15.09578
H 9.22129 13.65277 17.13384
H 8.44990 10.22608 14.58394
C 10.95325 11.66439 11.01077
N 10.80537 10.64758 10.00198
C 10.19791 9.38731 10.13049
C 10.06454 8.88493 8.85742
N 10.67887 9.74427 8.00249
C 11.13449 10.86081 8.66947
S 11.91137 12.23422 8.16023
H 11.02592 12.59980 10.46820
H 11.82648 11.54476 11.64206
H 10.09107 11.61410 11.69172
H 9.98453 8.88922 11.11462
H 9.57064 7.95616 8.51749
H 10.95574 9.61744 6.99371
```


No. 3
The following is a quantum chemistry calculation of the molecule CH2O2S, from the Open Molecules 2025 dataset.

Results
Multiplicity: 1
Highest occupied orbital energy: -10.330 eV
Energy above the lowest of the compared OMol25 structures with the same formula, charge and spin: 159.9 kJ/mol
Lowest unoccupied orbital energy: 0.146 eV
E: -15998.278 eV
Maximum force: 3.21 eV/Å

```
6
CH2O2S (ωB97M-V/def2-TZVPD)
O 0.13214 1.16226 1.69126
C -0.13387 0.38627 0.79059
O -0.08803 0.72898 -0.50943
S -0.29245 -0.51177 -1.59459
H -0.39576 -0.72182 0.85665
H 0.77798 -1.04392 -1.23448
```


- The highest maximum force belongs to which entry?
  C43H47InN10O9S


What did the third record say?
The following is a quantum chemistry calculation of the molecule CH2O2S, from the Open Molecules 2025 dataset.

Results
Multiplicity: 1
Highest occupied orbital energy: -10.330 eV
Energy above the lowest of the compared OMol25 structures with the same formula, charge and spin: 159.9 kJ/mol
Lowest unoccupied orbital energy: 0.146 eV
E: -15998.278 eV
Maximum force: 3.21 eV/Å

```
6
CH2O2S (ωB97M-V/def2-TZVPD)
O 0.13214 1.16226 1.69126
C -0.13387 0.38627 0.79059
O -0.08803 0.72898 -0.50943
S -0.29245 -0.51177 -1.59459
H -0.39576 -0.72182 0.85665
H 0.77798 -1.04392 -1.23448
```


What did the third record say?
The following is a quantum chemistry calculation of the molecule CH2O2S, from the Open Molecules 2025 dataset.

Results
Multiplicity: 1
Highest occupied orbital energy: -10.330 eV
Energy above the lowest of the compared OMol25 structures with the same formula, charge and spin: 159.9 kJ/mol
Lowest unoccupied orbital energy: 0.146 eV
E: -15998.278 eV
Maximum force: 3.21 eV/Å

```
6
CH2O2S (ωB97M-V/def2-TZVPD)
O 0.13214 1.16226 1.69126
C -0.13387 0.38627 0.79059
O -0.08803 0.72898 -0.50943
S -0.29245 -0.51177 -1.59459
H -0.39576 -0.72182 0.85665
H 0.77798 -1.04392 -1.23448
```


- Number 1 is which compound?
  C39H39BrF5N5O2ReSSe